Computed, not measured: a molecular structure, C30H39N5OZn, with ωB97M-V with the def2-TZVPD basis set.

Calculated values
Spin multiplicity: 1
Relative energy (zero: lowest compared OMol25 entry of this formula, charge and spin) in kJ/mol: 162.92
Kohn-Sham gap (spin up / spin down) in eV: 4.52 / 2.38
Total charge: -2
E_HOMO (spin up / spin down) in eV: 0.03 / 2.18
E in eV: -89652.6123
LUMO level (spin up / spin down) in hartree: 0.167 / 0.168

```
76
C30H39N5OZn | the OMol25 dataset | ωB97M-V with the def2-TZVPD basis set
Zn -0.3034 0.0260 0.0741
N 0.3089 -3.8363 4.5557
N -0.4015 -2.6683 -1.2963
C 1.2721 2.0583 -0.4009
C 2.4565 1.4054 -0.0225
C 2.3556 1.0376 1.3542
C 3.4486 0.4825 2.1910
H 4.3461 0.3243 1.5856
H 3.1805 -0.4746 2.6573
H 3.7030 1.1803 3.0017
C 1.1101 1.4614 1.8341
C 0.7414 1.6967 3.2402
H 0.9288 2.7515 3.5137
H 1.3288 1.0656 3.9177
H -0.3191 1.4785 3.4063
C 0.3058 1.9121 0.6922
C -0.8295 2.8607 0.8737
H -1.5227 2.4913 1.6376
H -1.3931 2.9931 -0.0583
H -0.4623 3.8521 1.1875
C 3.6825 1.3187 -0.8473
H 4.3207 2.2088 -0.7276
H 3.4312 1.2362 -1.9126
H 4.2750 0.4419 -0.5611
C 1.1176 2.9443 -1.5720
H 0.0915 3.3164 -1.6737
H 1.3690 2.4062 -2.4964
H 1.7779 3.8287 -1.5103
C -0.4765 -4.8897 4.6547
H -0.4353 -5.4749 5.5752
C -1.3992 -5.2784 3.6716
H -2.1245 -6.0548 3.8994
C -1.3757 -4.5789 2.4598
H -2.0890 -4.8333 1.6786
C -0.4956 -3.5272 2.2796
H -0.4670 -2.9521 1.3438
C 0.2978 -3.0628 3.4181
C 0.8637 -1.7859 3.4650
H 1.4363 -1.4606 2.5969
C -0.4575 -1.3466 -1.3809
C 0.0857 -3.1838 -2.4808
H 0.3749 -4.2146 -2.6295
C 0.0846 -2.1901 -3.4275
H 0.3195 -2.1866 -4.4793
N -0.2512 -1.0323 -2.7473
C -0.3272 0.2368 -3.3435
C 0.6618 0.5986 -4.2816
C 0.3999 1.6748 -5.1415
H 1.1234 1.8827 -5.9448
C -0.7465 2.4681 -4.9837
C -0.9830 3.6090 -5.9333
H -1.5568 4.4026 -5.4413
H -1.5485 3.2811 -6.8188
H -0.0237 4.0163 -6.2806
C -1.6519 2.1734 -3.9528
H -2.5517 2.7924 -3.8108
C -1.4449 1.0623 -3.1141
C -2.4373 0.7475 -2.0421
H -3.0582 -0.1316 -2.2686
H -3.0870 1.6142 -1.8541
H -1.9605 0.5306 -1.0628
C 1.9690 -0.1219 -4.3593
H 1.8998 -1.1220 -4.8017
H 2.4671 -0.2208 -3.3838
H 2.6330 0.4564 -5.0121
C -0.9669 -0.7659 4.9811
N -2.0905 -1.3088 4.3781
C -2.6588 -0.7957 3.2086
N -3.7841 -1.4789 2.8274
O -2.2114 0.1534 2.5603
H 0.3488 -1.0534 4.1801
H -0.6787 -1.3079 5.8874
H -1.0074 0.3252 5.0289
H -2.3850 -2.2547 4.6152
H -4.4142 -1.0058 2.1934
H -4.1399 -2.2047 3.4298
```


Computed, not measured: 3 unconnected molecules or ions with the total composition C3H12NO2S, with ωB97M-V with the def2-TZVPD basis set.

Calculated values
Spin multiplicity: 1
Relative energy (zero: lowest compared OMol25 entry of this formula, charge and spin) in kJ/mol: 107.16
Kohn-Sham gap in eV: 5.63
Total charge: -1
E_HOMO in eV: -2.70
E in eV: -19726.6959
LUMO level in hartree: 0.108

```
19
C3H12NO2S | the OMol25 dataset | ωB97M-V with the def2-TZVPD basis set
C 0.2589 0.3635 0.3386
C 0.7482 1.8380 0.3060
S 0.2395 2.9626 -1.0310
C 0.4299 -0.3425 -1.0230
N 0.3058 -1.8287 -0.8829
H -0.7838 0.2639 0.6349
H 0.9186 -0.2275 0.9868
H 1.8149 1.7664 0.5206
H 0.2840 2.2833 1.1946
H 1.4037 -0.1336 -1.4466
H -0.3939 -0.0849 -1.6806
H 1.1549 -2.2482 -0.5128
H -0.4094 -2.0257 -0.2016
H -3.7066 2.8576 -1.2943
H -2.6997 3.7727 -0.5705
O -3.6360 3.5632 -0.6877
H 1.6623 -3.5444 1.8781
H 0.9038 -4.7481 1.3787
O 1.5050 -4.4874 2.0928
```